Record 1
Density functional theory data (wB97M-V/def2-TZVPD) for C42H51AsCl2N4O4PdSTe as an isolated structure at a distorted geometry.

The electronic energy is -166009.78373 eV. The spin multiplicity is 6. The LUMO energy (spin up / spin down) comes out at -2.137 / -7.010 eV. As for the net charge: +1. As for the largest force on an atom: 4.4 eV/A. The calculation puts the HOMO-LUMO gap (spin up / spin down) at 7.022 / 3.457 eV.

Last column: Mulliken charge in e.
Element x y z (Å)
1 Pd -1.43 0.39 -0.12  1.32
2 C 5.51 -4.12 6.26  -1.57
3 C 4.63 -3.44 5.22  0.58
4 C 5.04 -2.24 4.65  -1.01
5 C 4.22 -1.54 3.76  0.65
6 C 4.60 -0.18 3.20  -1.15
7 C 3.01 -2.16 3.34  0.24
8 Te 1.86 -1.24 1.77  -0.54
9 N 0.54 0.16 -0.13  0.87
10 C 1.64 0.78 -0.25  0.57
11 O 2.67 0.30 0.50  -0.51
12 C 1.97 1.94 -1.13  -0.04
13 C 3.30 2.36 -1.24  -0.67
14 C 3.60 3.42 -2.10  -0.54
15 C 2.62 4.14 -2.76  -0.70
16 C 1.28 3.78 -2.59  -1.01
17 C 0.96 2.67 -1.79  1.10
18 C 2.48 -2.70 0.32  0.61
19 C 3.80 -2.76 -0.15  -0.44
20 C 4.14 -3.83 -0.97  -0.59
21 C 3.27 -4.85 -1.33  -0.69
22 C 1.93 -4.74 -0.92  -0.75
23 C 1.50 -3.62 -0.18  1.01
24 C 0.06 -3.38 0.17  -0.83
25 C 2.54 -3.36 3.97  0.82
26 C 1.12 -3.87 3.79  -1.63
27 C 3.38 -3.98 4.90  -0.56
28 H 6.48 -3.63 6.36  0.34
29 H 5.64 -5.17 6.00  0.37
30 H 5.04 -4.04 7.26  0.33
31 H 5.98 -1.78 4.84  0.35
32 H 5.53 0.12 3.70  0.48
33 H 3.82 0.61 3.33  0.05
34 H 4.83 -0.18 2.14  0.23
35 H 4.09 1.92 -0.64  0.45
36 H 4.68 3.66 -2.33  0.34
37 H 2.82 5.01 -3.38  0.43
38 H 0.52 4.33 -3.10  0.46
39 H -0.07 2.35 -1.65  -0.28
40 H 4.52 -1.99 0.13  0.45
41 H 5.18 -3.87 -1.34  0.40
42 H 3.56 -5.70 -1.97  0.39
43 H 1.23 -5.50 -1.23  0.52
44 H -0.17 -2.30 0.11  -0.25
45 H -0.17 -3.82 1.15  0.14
46 H -0.58 -3.93 -0.56  0.43
47 H 0.44 -3.05 3.58  0.17
48 H 0.80 -4.38 4.67  0.54
49 H 1.03 -4.57 2.93  0.24
50 H 3.03 -4.93 5.29  0.48
51 N -3.66 -4.73 1.37  -0.38
52 C -3.83 -3.60 1.01  0.57
53 N -4.28 -2.46 0.57  -0.50
54 C -3.73 -1.35 0.29  0.62
55 N -3.37 -0.27 -0.15  -0.29
56 Cl -0.22 -0.30 5.11  -0.16
57 C -0.23 1.36 4.27  0.03
58 Cl 1.35 1.95 3.75  -0.12
59 C -1.34 1.35 3.20  -0.24
60 O -2.36 1.97 3.51  -0.61
61 O -1.01 0.72 2.09  -0.26
62 H -0.55 2.04 5.07  0.43
63 C -1.43 4.00 0.92  -0.95
64 As -2.53 2.59 0.11  0.65
65 C -2.84 3.33 -1.69  -1.02
66 C -4.31 2.66 0.93  -0.93
67 C -4.94 4.02 0.92  0.01
68 C -5.88 4.40 -0.02  -0.16
69 C -6.52 5.65 0.03  -0.80
70 C -6.23 6.52 1.07  -0.37
71 C -5.28 6.16 1.99  -0.64
72 C -4.62 4.97 1.91  -0.21
73 H -1.91 4.99 0.80  0.44
74 H -0.49 4.01 0.40  0.32
75 H -1.35 3.76 2.00  0.22
76 H -3.54 4.17 -1.65  0.50
77 H -3.27 2.53 -2.34  0.21
78 H -1.88 3.66 -2.06  0.11
79 H -4.09 2.34 1.98  0.49
80 H -4.95 1.94 0.41  0.61
81 H -6.14 3.71 -0.80  0.43
82 H -7.26 5.94 -0.72  0.37
83 H -6.73 7.47 1.13  0.40
84 H -5.05 6.85 2.84  0.33
85 H -3.84 4.71 2.65  0.43
86 C -2.01 -2.92 -5.45  -1.14
87 C -2.61 -2.58 -4.08  0.00
88 C -3.02 -1.13 -3.87  -1.14
89 S -1.70 0.00 -3.18  0.65
90 O -1.06 -0.80 -2.06  -0.80
91 C -0.51 0.23 -4.61  -1.24
92 C 0.83 -0.41 -4.55  0.27
93 C 1.70 0.03 -5.76  -1.46
94 H -1.77 -3.97 -5.47  0.39
95 H -1.04 -2.42 -5.58  0.17
96 H -2.69 -2.61 -6.26  0.31
97 H -1.93 -2.89 -3.25  -0.04
98 H -3.52 -3.16 -3.90  0.43
99 H -3.81 -1.02 -3.13  0.37
100 H -3.33 -0.67 -4.80  0.61
101 H -0.41 1.34 -4.66  0.45
102 H -1.09 -0.07 -5.49  0.71
103 H 0.73 -1.51 -4.51  0.32
104 H 1.32 -0.12 -3.61  -0.05
105 H 1.13 -0.01 -6.68  0.35
106 H 2.61 -0.57 -5.90  0.38
107 H 2.01 1.08 -5.56  0.33

=====

Record 2
Density functional theory data (wB97M-V/def2-TZVPD) for C42H51N6OOsSSi2 as an isolated structure.

The calculation puts the energy above the lowest of the compared OMol25 structures with the same formula, charge and spin at 0.0 kJ/mol. The electronic energy is -84433.14416 eV. The LUMO energy comes out at 1.674 eV. As for the net charge: -1. As for the largest force on an atom: 0.8 eV/A. The calculation puts the HOMO-LUMO gap at 4.425 eV.

Last column: Mulliken charge in e.
Element x y z (Å)
1 Os -0.05 -0.11 -0.13  1.94
2 C -2.07 1.78 2.88  -0.98
3 Si -1.32 0.04 2.92  0.25
4 C -2.69 -1.19 2.43  0.09
5 C -1.31 -0.33 4.79  -1.61
6 N 0.10 -0.13 1.98  0.14
7 C 1.43 -0.10 2.43  0.96
8 C 1.81 -0.11 3.77  -0.75
9 C 3.13 -0.04 4.20  -0.96
10 C 4.13 0.05 3.26  -1.39
11 C 3.79 0.04 1.91  -0.82
12 C 2.47 -0.06 1.45  1.18
13 N 2.13 -0.11 0.09  0.40
14 Si 3.37 0.13 -1.07  0.07
15 C 2.80 0.13 -2.86  -0.71
16 C 4.25 1.79 -0.88  -1.24
17 C 4.69 -1.25 -1.15  -1.40
18 H -3.11 1.75 3.22  0.39
19 H -2.04 2.21 1.89  0.15
20 H -1.53 2.43 3.57  0.32
21 H -3.63 -0.88 2.90  0.59
22 H -2.44 -2.17 2.83  -0.40
23 H -2.86 -1.27 1.36  -0.13
24 H -2.36 -0.33 5.10  0.38
25 H -0.79 0.43 5.38  0.36
26 H -0.89 -1.31 5.04  0.33
27 H 1.05 -0.18 4.53  0.21
28 H 3.36 -0.04 5.26  0.39
29 H 5.17 0.13 3.55  0.38
30 H 4.59 0.13 1.19  0.24
31 H 2.18 0.99 -3.11  0.15
32 H 2.28 -0.78 -3.15  0.02
33 H 3.70 0.20 -3.47  0.56
34 H 3.49 2.57 -0.86  0.27
35 H 4.92 1.98 -1.72  0.39
36 H 4.83 1.87 0.04  0.37
37 H 4.23 -2.22 -1.38  0.33
38 H 5.28 -1.38 -0.24  0.37
39 H 5.39 -1.03 -1.97  0.43
40 C -1.67 -4.90 -5.09  -1.80
41 C -0.38 -4.37 -4.46  2.03
42 C -0.28 -4.93 -3.04  -2.01
43 C 0.83 -4.87 -5.26  -1.81
44 C -0.39 -2.84 -4.47  -0.06
45 C -0.57 -2.16 -5.69  0.11
46 C -0.59 -0.78 -5.77  -1.15
47 C -0.45 -0.05 -4.59  1.23
48 S -0.45 1.67 -4.34  -0.53
49 C -0.21 1.40 -2.63  -0.14
50 N -0.14 0.14 -2.29  0.49
51 C -0.27 -0.71 -3.37  -2.09
52 C -0.23 -2.10 -3.32  0.78
53 C -0.05 2.43 -1.63  0.97
54 C 0.04 3.79 -1.94  -0.51
55 C 0.29 4.69 -0.94  -0.96
56 C 0.46 4.21 0.37  -0.99
57 C 0.36 2.87 0.67  -0.67
58 C 0.06 1.91 -0.32  -0.13
59 H -1.67 -6.00 -5.08  0.46
60 H -1.78 -4.58 -6.13  0.34
61 H -2.54 -4.55 -4.54  0.37
62 H -0.31 -6.02 -3.08  0.58
63 H -1.11 -4.60 -2.42  0.32
64 H 0.65 -4.63 -2.55  0.30
65 H 0.86 -5.96 -5.26  0.46
66 H 1.76 -4.49 -4.83  0.35
67 H 0.78 -4.54 -6.30  0.37
68 H -0.68 -2.73 -6.61  0.44
69 H -0.73 -0.28 -6.72  0.42
70 H -0.08 -2.56 -2.36  -0.40
71 H -0.06 4.13 -2.97  0.37
72 H 0.37 5.75 -1.15  0.37
73 H 0.69 4.92 1.16  0.41
74 H 0.53 2.54 1.69  0.43
75 C -4.15 0.97 -0.11  -0.95
76 O -2.74 0.95 0.06  -0.20
77 C -1.96 -0.10 -0.34  0.51
78 C -2.75 -1.14 -1.12  -1.28
79 H -4.44 0.87 -1.16  0.30
80 H -4.47 1.95 0.25  0.27
81 H -4.64 0.19 0.48  0.31
82 H -3.65 -1.47 -0.60  0.55
83 H -2.12 -2.00 -1.33  -0.40
84 H -3.07 -0.72 -2.09  0.51
85 N -3.42 -9.75 3.40  -0.55
86 C -2.87 -8.83 2.97  -0.01
87 C -2.18 -7.69 2.43  0.50
88 C -1.10 -7.87 1.58  -0.94
89 C -0.44 -6.77 1.05  -0.73
90 C -0.85 -5.48 1.39  1.09
91 C -1.93 -5.30 2.25  -0.16
92 C -2.60 -6.40 2.76  -0.85
93 N -0.19 -4.37 0.85  0.48
94 C 1.12 -4.31 0.41  -0.94
95 C 1.31 -3.04 -0.02  -0.41
96 N 0.15 -2.32 0.12  0.84
97 C -0.72 -3.13 0.66  -1.03
98 H -0.78 -8.87 1.32  0.44
99 H 0.38 -6.92 0.37  0.34
100 H -2.24 -4.30 2.54  0.55
101 H -3.44 -6.26 3.43  0.44
102 H 1.80 -5.13 0.50  0.51
103 H 2.21 -2.56 -0.38  -0.15
104 H -1.73 -2.87 0.91  0.41

=====

Record 3
Density functional theory data (wB97M-V/def2-TZVPD) for C42H52BrIrN7O6PS as an isolated structure at a distorted geometry.

The electronic energy is -160115.84468 eV. The spin multiplicity is 5. The LUMO energy (spin up / spin down) comes out at -0.903 / -2.362 eV. As for the largest force on an atom: 1.6 eV/A. The calculation puts the HOMO-LUMO gap (spin up / spin down) at 5.636 / 4.176 eV.

Last column: Mulliken charge in e.
Element x y z (Å)
1 Ir -0.32 -0.45 -1.31  2.94
2 Br 4.00 -3.36 6.72  -0.18
3 C 2.14 -3.04 6.51  0.04
4 C 1.51 -3.37 5.32  -0.62
5 C 0.16 -3.13 5.17  0.06
6 C -0.59 -2.52 6.20  -0.02
7 C 0.07 -2.23 7.42  -0.25
8 C 1.42 -2.48 7.56  -0.44
9 N -1.91 -2.20 6.12  -0.90
10 N -2.67 -2.39 5.10  -0.25
11 C -2.51 -2.17 3.80  0.43
12 C -3.47 -2.74 2.93  -0.57
13 C -3.33 -2.69 1.56  -1.16
14 C -2.24 -2.05 0.97  0.11
15 O -2.00 -2.08 -0.37  -0.49
16 C -1.33 -1.34 1.77  -0.31
17 N -0.35 -0.62 1.15  0.45
18 C 0.48 0.10 1.89  -0.70
19 C 0.39 0.19 3.27  -1.59
20 C -0.60 -0.54 3.92  -0.14
21 C -1.47 -1.35 3.20  1.10
22 H 2.08 -3.81 4.52  0.48
23 H -0.33 -3.40 4.25  0.52
24 H -0.50 -1.81 8.23  0.44
25 H 1.92 -2.25 8.49  0.42
26 H -4.29 -3.28 3.37  0.52
27 H -4.05 -3.18 0.92  0.54
28 H 1.25 0.64 1.34  0.43
29 H 1.06 0.83 3.82  0.62
30 H -0.69 -0.47 5.00  0.71
31 O 0.40 1.46 -2.24  -0.61
32 C 0.11 2.10 -3.24  -0.51
33 C -1.27 2.27 -3.78  0.15
34 C -1.72 3.65 -3.22  0.05
35 C -0.80 4.85 -3.49  -1.54
36 C 0.48 4.92 -2.63  0.38
37 C 1.61 3.97 -3.08  -0.77
38 N 1.05 2.88 -3.88  0.06
39 H -1.95 1.51 -3.39  -0.73
40 H -1.29 2.26 -4.87  0.49
41 H -1.86 3.54 -2.15  -0.21
42 H -2.71 3.86 -3.65  0.58
43 H -1.38 5.74 -3.25  0.49
44 H -0.55 4.92 -4.56  0.39
45 H 0.20 4.69 -1.60  -0.47
46 H 0.86 5.95 -2.64  0.56
47 H 2.12 3.53 -2.22  0.11
48 H 2.35 4.49 -3.69  0.50
49 H 0.72 3.23 -4.77  0.43
50 N -2.90 1.05 1.49  0.32
51 C -4.17 0.68 0.81  -0.63
52 P -3.83 0.89 -1.05  1.09
53 O -4.32 2.19 -1.54  -0.85
54 O -2.33 0.62 -1.13  -1.04
55 C -4.80 -0.50 -1.81  -1.04
56 N -3.93 -1.50 -2.44  -0.47
57 H -2.76 2.06 1.57  0.57
58 H -2.16 0.78 0.80  -0.99
59 H -2.74 0.59 2.39  0.27
60 H -4.99 1.33 1.12  0.57
61 H -4.40 -0.35 1.06  0.22
62 H -5.46 0.00 -2.52  0.45
63 H -5.42 -0.98 -1.05  0.43
64 H -2.84 -2.16 -0.90  0.14
65 H -3.19 -1.04 -2.95  0.09
66 H -4.45 -2.08 -3.09  0.27
67 O 5.33 5.48 3.11  -0.50
68 C 4.10 6.04 3.02  0.63
69 O 3.91 7.11 3.51  -0.58
70 C 3.04 5.27 2.31  1.02
71 C 3.23 4.03 1.68  -0.75
72 C 2.19 3.39 1.06  -1.23
73 C 0.90 3.94 1.08  0.45
74 S -0.43 3.09 0.39  -0.15
75 C 0.71 5.20 1.68  -0.64
76 C 1.76 5.84 2.28  -0.83
77 H 5.36 4.61 2.70  0.29
78 H 4.20 3.55 1.66  0.12
79 H 2.35 2.44 0.56  0.42
80 H -0.27 5.65 1.65  0.46
81 H 1.63 6.80 2.76  0.43
82 C -0.94 -4.44 -1.92  -1.25
83 C 0.35 -4.65 -1.11  0.37
84 C 0.25 -4.09 0.31  -1.31
85 C 1.52 -4.10 -1.90  -0.04
86 C 2.49 -4.99 -2.30  -0.56
87 C 3.51 -4.62 -3.17  -1.28
88 C 3.48 -3.35 -3.72  -0.65
89 C 2.55 -2.41 -3.34  0.24
90 C 2.57 -1.09 -4.09  0.28
91 C 1.19 -0.74 -4.65  -1.05
92 C 3.15 0.01 -3.20  -1.10
93 C 1.59 -2.71 -2.31  1.11
94 N 0.78 -1.83 -1.71  -0.14
95 H -1.81 -4.75 -1.33  0.43
96 H -0.91 -5.04 -2.83  0.46
97 H -1.06 -3.40 -2.19  -0.10
98 H 0.50 -5.73 -1.03  0.75
99 H 0.33 -3.01 0.30  -0.05
100 H 1.05 -4.49 0.94  0.48
101 H -0.70 -4.37 0.77  0.32
102 H 2.44 -6.01 -1.94  0.41
103 H 4.27 -5.34 -3.46  0.36
104 H 4.20 -3.10 -4.49  0.42
105 H 3.24 -1.22 -4.95  0.59
106 H 0.46 -0.61 -3.85  -0.34
107 H 0.83 -1.54 -5.30  0.45
108 H 1.23 0.19 -5.23  0.40
109 H 2.57 0.10 -2.29  -0.09
110 H 3.14 0.97 -3.73  0.38
111 H 4.18 -0.23 -2.93  0.43

=====

Record 4
Density functional theory data (wB97M-V/def2-TZVPD) for a 12-piece molecular cluster, C42H53Cl15F40O5 overall at a distorted geometry.

The electronic energy is -351185.36094 eV. As for the SMILES: FC(F)C(F)(F)COC(F)(F)C(F)F.FC(F)C(F)(F)COC(F)(F)C(F)F.FC(F)C(F)(F)COC(F)(F)C(F)F.FC(F)C(F)(F)COC(F)(F)C(F)F.FC(F)C(F)(F)COC(F)(F)C(F)F.ClC(Cl)Cl.ClC(Cl)Cl.ClC(Cl)Cl.ClC(Cl)Cl.ClC(Cl)Cl.CCCCCC.CCCCCC. The LUMO energy comes out at 0.333 eV. As for the largest force on an atom: 4.8 eV/A. The calculation puts the HOMO-LUMO gap at 10.919 eV.

Last column: Mulliken charge in e.
Element x y z (Å)
1 F 0.89 -2.54 -7.14  -0.15
2 C 0.61 -3.82 -6.88  -0.03
3 F 1.71 -4.34 -6.28  -0.25
4 C -0.70 -4.05 -6.04  0.94
5 F -0.79 -5.28 -5.70  -0.26
6 F -1.69 -3.86 -6.92  -0.34
7 C -0.72 -3.07 -4.95  -0.58
8 O 0.34 -3.20 -4.03  -0.48
9 C 0.68 -2.04 -3.25  0.57
10 F 1.25 -1.12 -4.04  -0.10
11 F -0.44 -1.53 -2.75  0.05
12 C 1.64 -2.42 -2.16  -0.26
13 F 2.01 -1.38 -1.39  -0.13
14 F 1.20 -3.44 -1.45  -0.08
15 H 0.61 -4.37 -7.82  0.23
16 H -1.64 -3.28 -4.41  0.30
17 H -0.81 -2.02 -5.24  0.25
18 H 2.60 -2.74 -2.57  0.20
19 F -0.50 1.75 -4.64  -0.26
20 C 0.68 2.13 -5.22  0.23
21 F 1.58 1.92 -4.26  -0.17
22 C 1.01 1.49 -6.60  0.96
23 F 0.38 2.14 -7.59  -0.31
24 F 0.52 0.23 -6.69  -0.28
25 C 2.53 1.60 -6.94  -1.11
26 O 3.01 2.94 -7.12  -0.41
27 C 4.33 3.11 -7.63  0.85
28 F 5.15 2.30 -6.98  -0.29
29 F 4.33 2.71 -8.90  -0.29
30 C 4.72 4.56 -7.44  0.60
31 F 5.96 4.78 -7.84  -0.28
32 F 4.05 5.53 -8.06  -0.26
33 H 0.56 3.20 -5.42  0.10
34 H 2.74 1.05 -7.86  0.57
35 H 3.15 1.04 -6.25  0.46
36 H 4.65 4.80 -6.38  -0.04
37 F -0.72 5.78 -0.72  -0.28
38 C -1.26 5.19 -1.79  0.70
39 F -2.57 4.90 -1.55  -0.29
40 C -0.99 5.74 -3.15  1.06
41 F -1.68 6.85 -3.45  -0.36
42 F -1.29 4.80 -4.01  -0.19
43 C 0.52 6.11 -3.27  -1.03
44 O 1.41 4.98 -3.13  -0.18
45 C 2.56 5.24 -2.26  0.75
46 F 3.07 6.47 -2.35  -0.31
47 F 2.18 5.03 -1.01  -0.20
48 C 3.73 4.34 -2.70  0.35
49 F 3.98 4.51 -4.01  -0.26
50 F 4.82 4.56 -2.05  -0.29
51 H -0.72 4.24 -1.71  -0.44
52 H 0.73 6.91 -2.55  0.47
53 H 0.63 6.49 -4.28  0.41
54 H 3.39 3.31 -2.55  0.08
55 F -0.58 -7.08 0.57  -0.33
56 C 0.13 -6.00 0.22  0.07
57 F -0.62 -5.01 0.56  0.09
58 C 1.51 -5.93 0.90  1.06
59 F 2.22 -4.91 0.38  -0.19
60 F 2.18 -7.03 0.45  -0.37
61 C 1.40 -5.90 2.42  -0.43
62 O 2.68 -6.00 3.04  -0.43
63 C 3.24 -4.93 3.72  0.96
64 F 3.56 -3.92 2.86  -0.24
65 F 2.36 -4.52 4.63  -0.24
66 C 4.55 -5.41 4.42  0.02
67 F 5.47 -5.87 3.56  -0.25
68 F 5.09 -4.50 5.22  -0.26
69 H 0.25 -5.96 -0.86  0.06
70 H 0.84 -6.78 2.73  0.37
71 H 0.81 -5.04 2.75  -0.09
72 H 4.17 -6.21 5.05  0.27
73 F 1.27 4.90 3.72  -0.31
74 C 0.45 4.83 2.65  0.00
75 F 0.89 3.85 1.83  0.05
76 C -0.99 4.55 3.16  0.81
77 F -1.67 4.10 2.05  -0.17
78 F -1.66 5.59 3.70  -0.34
79 C -1.01 3.50 4.28  -0.49
80 O -2.37 3.23 4.65  -0.39
81 C -2.80 1.85 4.88  0.82
82 F -2.58 1.03 3.86  -0.01
83 F -2.14 1.44 5.97  -0.24
84 C -4.29 1.94 5.19  -0.08
85 F -5.13 2.31 4.23  -0.23
86 F -4.76 0.84 5.77  -0.27
87 H 0.47 5.77 2.10  0.20
88 H -0.50 3.81 5.20  0.36
89 H -0.55 2.58 3.92  0.03
90 H -4.47 2.70 5.95  0.22
91 Cl 3.57 0.08 1.55  -0.06
92 C 3.94 1.73 2.19  -0.46
93 Cl 3.01 2.16 3.61  -0.02
94 Cl 3.73 2.94 0.90  -0.03
95 H 4.99 1.66 2.47  0.49
96 Cl -4.15 1.83 -1.21  -0.06
97 C -3.58 1.54 -2.92  0.63
98 Cl -4.78 2.32 -4.05  -0.15
99 Cl -3.43 -0.20 -3.13  -0.06
100 H -2.61 1.99 -3.11  -0.43
101 Cl -7.96 0.97 2.44  -0.13
102 C -6.90 -0.07 1.54  -0.12
103 Cl -5.23 0.24 2.00  0.05
104 Cl -7.13 0.30 -0.19  -0.12
105 H -7.13 -1.12 1.75  0.29
106 Cl -4.67 -4.30 -1.84  -0.07
107 C -3.89 -5.85 -2.22  -0.26
108 Cl -3.87 -6.95 -0.80  -0.10
109 Cl -2.15 -5.67 -2.62  -0.04
110 H -4.48 -6.42 -2.93  0.47
111 Cl -2.16 -5.41 3.65  -0.14
112 C -3.70 -4.94 2.90  1.04
113 Cl -4.39 -3.63 3.83  -0.11
114 Cl -4.76 -6.35 2.74  -0.14
115 H -3.46 -4.65 1.88  -0.69
116 C -2.10 -2.49 0.02  -0.18
117 C -2.20 -1.66 1.33  0.43
118 C -1.80 -0.21 1.01  0.70
119 C -0.70 0.01 0.01  1.96
120 C -0.07 1.39 0.07  -0.37
121 C 0.83 1.74 -1.14  -0.46
122 H -1.06 -2.61 -0.28  -0.36
123 H -2.70 -1.91 -0.69  0.06
124 H -2.54 -3.49 0.05  0.04
125 H -3.22 -1.72 1.73  0.20
126 H -1.53 -2.11 2.06  -0.42
127 H -1.47 0.28 1.93  -0.77
128 H -2.71 0.31 0.71  0.10
129 H 0.07 -0.75 0.13  -0.11
130 H -1.18 -0.16 -0.95  -0.69
131 H -0.94 2.04 0.13  0.33
132 H 0.52 1.51 0.98  -0.03
133 H 1.55 1.00 -1.49  0.19
134 H 0.30 2.03 -2.05  -0.11
135 H 1.48 2.60 -0.95  -0.23
136 C 0.42 1.89 8.46  -1.48
137 C 0.83 0.99 7.27  0.13
138 C 0.06 -0.34 7.28  -0.69
139 C 0.54 -1.26 6.11  -1.11
140 C 0.23 -0.81 4.66  1.30
141 C 0.71 -1.89 3.68  -0.97
142 H -0.65 2.09 8.39  0.29
143 H 0.99 2.82 8.42  0.37
144 H 0.71 1.50 9.44  0.41
145 H 0.71 1.56 6.35  -0.23
146 H 1.89 0.77 7.34  0.54
147 H -1.01 -0.11 7.26  0.19
148 H 0.27 -0.82 8.23  0.42
149 H 1.63 -1.30 6.13  0.35
150 H 0.22 -2.29 6.23  0.40
151 H -0.83 -0.61 4.49  -0.16
152 H 0.76 0.12 4.44  -0.13
153 H 0.63 -1.46 2.68  -0.32
154 H 1.73 -2.16 3.95  0.61
155 H 0.05 -2.76 3.77  0.10